1.
10
Properties=species:S:1:pos:R:3 method="wB97M-V/def2-TZVPD" charge=0 smiles=ClC1(Cl)CNSO1 spin_multiplicity=1
C -0.5052 0.4894 0.3677
C 0.9554 0.0148 0.0274
N -1.3508 -0.4338 -0.3158
O 1.0478 -1.2783 -0.0890
S -0.8452 -1.9594 0.0233
Cl 2.0504 0.6573 1.3047
Cl 1.4327 0.8463 -1.5271
H -0.6388 0.3733 1.4458
H -0.6763 1.5207 0.0675
H -1.4699 -0.2302 -1.3046

2.
12
Properties=species:S:1:pos:R:3 method="wB97M-V/def2-TZVPD" charge=0 smiles="N[C@]12C[C@H]1OC2=O" spin_multiplicity=1
N 0.4164 1.3138 1.0851
C 0.3342 0.1870 0.2643
C -1.2941 -0.1125 -0.6134
C -0.5423 -1.0020 0.2730
O 0.3421 -1.6346 -0.7263
C 1.1968 -0.4907 -0.7132
O 2.2056 -0.2453 -1.3069
H 0.8528 2.1049 0.6275
H 0.8163 1.2005 2.0164
H -1.6676 0.8760 -0.4543
H -1.6609 -0.6329 -1.5301
H -0.8945 -1.6065 1.1023

3.
14
Properties=species:S:1:pos:R:3 method="wB97M-V/def2-TZVPD" charge=0 smiles="CN(C)NC=S" spin_multiplicity=1
C -0.6673 -1.1057 -0.8102
C -0.8206 0.1727 1.2635
C 1.6820 0.8178 -0.2590
H -0.0490 -1.8340 -0.3052
H -1.6545 -1.5279 -0.7716
H -0.3605 -1.0894 -1.8231
H -1.0029 1.1886 1.5802
H -1.7261 -0.3648 1.6027
H 0.0160 -0.3397 1.8098
H 0.1478 1.8260 -1.0831
H 2.3432 1.6259 -0.7017
N -0.7013 0.1900 -0.1873
N 0.3727 0.9841 -0.5904
S 2.4204 -0.5435 0.2754

4.
100
Properties=species:S:1:pos:R:3 method="wB97M-V/def2-TZVPD" charge=-2 spin_multiplicity=1
Rb -0.7084 2.1160 0.5812
C 0.3742 -2.5496 -1.3181
Si 0.4098 -1.4205 0.2373
C 2.2777 -1.8038 0.6849
C 2.7266 -3.1105 0.9097
C 4.0511 -3.3965 1.2000
C 4.9792 -2.3640 1.2652
C 4.5706 -1.0593 1.0387
C 3.2315 -0.7753 0.7538
P 2.6177 0.9414 0.4766
C 4.1575 1.8966 0.8632
C 4.3698 2.2247 2.2031
C 5.4877 2.9418 2.6001
C 6.4105 3.3681 1.6532
C 6.2032 3.0668 0.3148
C 5.0889 2.3348 -0.0759
C 2.6100 1.0781 -1.3526
C 2.0677 2.2325 -1.9168
C 2.0303 2.4019 -3.2913
C 2.5267 1.4107 -4.1244
C 3.0658 0.2562 -3.5756
C 3.1094 0.0908 -2.1979
C -0.3687 -2.2916 1.8220
C 0.3013 -1.8320 2.9775
C -0.1165 -2.0804 4.2700
C -1.2937 -2.7858 4.4943
C -1.9988 -3.2366 3.3954
C -1.5511 -3.0289 2.0789
P -2.5862 -3.9787 0.8968
C -2.9019 -2.8962 -0.5390
C -3.5036 -3.4163 -1.6874
C -3.7680 -2.5996 -2.7774
C -3.4501 -1.2481 -2.7294
C -2.9133 -0.7089 -1.5711
C -2.6653 -1.5254 -0.4748
C -1.3799 -5.2515 0.3099
C -0.8642 -6.0870 1.3056
C 0.0236 -7.1054 1.0033
C 0.4049 -7.3277 -0.3145
C -0.1089 -6.5165 -1.3128
C -0.9901 -5.4873 -1.0040
H 0.7613 -3.5596 -1.1645
H 1.0374 -2.0410 -2.0273
H -0.6061 -2.6068 -1.7960
H 2.0063 -3.9229 0.8637
H 4.3620 -4.4214 1.3762
H 6.0196 -2.5727 1.4897
H 5.3035 -0.2633 1.0863
H 3.6400 1.9115 2.9427
H 5.6320 3.1818 3.6469
H 7.2789 3.9408 1.9565
H 6.9131 3.4022 -0.4325
H 4.9399 2.1012 -1.1229
H 1.6386 3.0038 -1.2852
H 1.5643 3.2845 -3.7109
H 2.4604 1.5255 -5.1993
H 3.4361 -0.5318 -4.2213
H 3.5149 -0.8213 -1.7771
H 1.2016 -1.2391 2.8456
H 0.4685 -1.7056 5.1036
H -1.6596 -2.9671 5.4981
H -2.9235 -3.7841 3.5442
H -3.7553 -4.4710 -1.7328
H -4.2065 -3.0237 -3.6738
H -3.5982 -0.6153 -3.5957
H -2.5993 0.3278 -1.5549
H -2.2327 -1.1006 0.4201
H -1.1491 -5.9147 2.3384
H 0.4239 -7.7240 1.7982
H 1.1048 -8.1188 -0.5564
H 0.1964 -6.6623 -2.3423
H -1.3427 -4.8442 -1.7955
O -1.2635 7.3460 -3.7801
C -1.3454 6.2682 -2.9299
C -1.2583 4.9683 -3.4001
C -1.3393 3.9311 -2.4822
N -1.4996 4.1458 -1.1767
C -1.5964 5.4004 -0.7306
C -1.5250 6.4993 -1.5779
C -1.7854 5.6193 0.7955
O -2.0321 6.7922 1.1341
O -1.6682 4.5980 1.5117
C -1.2260 2.4682 -2.9684
O -1.3875 2.2982 -4.1923
O -0.9641 1.6281 -2.0784
H -1.1405 6.9997 -4.6691
H -1.1465 4.7234 -4.4505
H -1.6118 7.4936 -1.1643
O -6.8026 3.5085 3.0532
C -5.6987 2.8377 2.6256
C -5.3741 2.7184 1.2797
C -4.2291 2.0237 0.9473
N -3.4231 1.4670 1.8523
C -3.7563 1.5979 3.1144
Br -2.5732 0.7964 4.3636
C -4.8797 2.2578 3.5803
H -7.2192 3.9285 2.2944
H -5.9847 3.1727 0.5091
H -3.9280 1.9224 -0.0885
H -5.0993 2.3443 4.6333

5.
48
Properties=species:S:1:pos:R:3 method="wB97M-V/def2-TZVPD" charge=-2 spin_multiplicity=1
Cs -0.3722 2.4579 -0.4007
C 5.5983 -0.7709 0.3256
O 4.3616 -1.3046 -0.1190
C 3.2124 -0.9277 0.5303
O 2.1463 -1.3737 0.1584
N 3.3757 -0.1184 1.5766
N 2.2611 0.3588 2.3000
H 6.3714 -1.2188 -0.2925
H 5.7957 -1.0213 1.3716
H 5.6381 0.3141 0.1994
H 4.2423 0.3099 1.8195
H 1.5148 0.3407 1.6212
H 2.4835 1.3518 2.3932
I -5.5211 3.9172 1.5727
C -4.6770 2.0519 1.9924
C -5.4153 1.1303 2.7397
C -4.8853 -0.0967 3.0486
I -6.0625 -1.4083 4.1935
C -3.5861 -0.4656 2.5954
C -2.9686 -1.7130 2.8506
C -1.7353 -1.9898 2.3392
C -1.0865 -1.0211 1.5518
N -1.6144 0.1577 1.3131
C -2.8405 0.4664 1.8232
C -3.3541 1.8244 1.5144
O -2.6693 2.6621 0.8853
H -6.4087 1.3905 3.0771
H -3.4902 -2.4434 3.4543
H -1.2513 -2.9424 2.5250
H -0.1167 -1.2354 1.1040
Br -0.6321 -3.2372 -1.4766
C -0.2835 -2.1693 -3.0152
C -0.1431 -2.8075 -4.2371
C 0.0753 -2.0306 -5.3710
C 0.1321 -0.6451 -5.2719
C -0.0048 -0.0153 -4.0407
C -0.1973 -0.7893 -2.8954
C 0.0136 1.5224 -3.9759
O 0.0749 2.1114 -5.0691
O -0.0604 2.0105 -2.8058
H -0.2065 -3.8861 -4.2959
H 0.1908 -2.5164 -6.3350
H 0.2748 -0.0129 -6.1393
H -0.2766 -0.3073 -1.9282
O 3.6246 2.7830 2.5320
C 3.0248 3.5205 1.6915
O 2.2348 3.1872 0.7705
H 3.2125 4.5995 1.7995

6.
12
Properties=species:S:1:pos:R:3 method="wB97M-V/def2-TZVPD" charge=0 smiles="C=C(C)[C@H](Cl)Br" spin_multiplicity=1
C -0.2742 -0.8733 1.3317
C -0.0538 -0.3295 0.1183
C 1.1047 -0.5610 -0.7704
C -0.8636 0.8951 -0.1836
Cl -1.3861 1.1527 -1.8641
Br 0.2879 2.4033 0.3039
H -1.1865 -0.5476 1.8978
H 0.0280 -1.8162 1.6903
H 1.6460 -1.4993 -0.7059
H 0.6385 -0.2385 -1.7488
H 1.8033 0.2780 -0.5092
H -1.7441 1.1364 0.4399

Energy relative to the best compared isomer or geometry (same formula, charge and spin) values, unit kJ/mol, following the record order: 159.8, 341.1, 212.9, 13.8, 58.3, 94.0.
Largest force on an atom values, unit eV Å⁻¹, following the record order: 2.299, 1.621, 1.943, 0.491, 2.619, 3.032.